[1]
Below is a structure of composition C23H34NO3S2SbSeTi, with properties calculated with ωB97M-V/def2-TZVPD.

```
! wB97M-V def2-TZVPD RIJCOSX def2/J DEFGRID3
* xyz -2 3
Ti -0.78975 0.68281 1.53321
C 3.91887 -0.49260 -0.37422
C 3.07501 0.67453 -0.81075
C 2.63587 0.78940 -2.12584
C 1.79663 1.82648 -2.50900
C 1.38889 2.77483 -1.58401
C 1.82466 2.67368 -0.26995
C 2.65669 1.63033 0.11267
H 4.74176 -0.16755 0.26697
H 4.33834 -1.01839 -1.23435
H 3.31364 -1.19141 0.20834
H 2.91729 0.02915 -2.84729
H 1.42128 1.86906 -3.52499
H 0.68560 3.54218 -1.87732
H 1.48970 3.37366 0.48557
H 2.94067 1.53580 1.15485
C 1.10325 -3.47257 3.07598
C 0.16222 -2.34571 2.72385
S 0.97379 -1.00842 1.90590
C -1.15083 -2.32115 3.00712
C -1.91272 -3.43320 3.68489
S -2.17808 -0.93256 2.62564
H 1.67774 -3.77392 2.19689
H 0.59847 -4.35438 3.47237
H 1.82777 -3.13096 3.82193
H -1.29785 -4.30694 3.90177
H -2.74864 -3.75001 3.05420
H -2.34566 -3.07850 4.62465
C -2.70807 0.11685 -3.89112
C -2.62028 -0.90642 -2.76385
Sb -0.61496 -1.62764 -2.42544
C -1.13071 -2.77201 -0.68566
C -0.09897 -3.83524 -0.33784
C -0.88763 -3.34886 -3.77493
C 0.42736 -3.99656 -4.20197
H -3.74198 0.42975 -4.07244
H -2.31830 -0.28214 -4.83393
H -2.14293 1.01163 -3.62555
H -3.25723 -1.77404 -2.96367
H -2.93358 -0.46073 -1.81951
H -2.10786 -3.21742 -0.89800
H -1.25214 -2.06689 0.13745
H 0.02771 -4.55852 -1.15054
H -0.38369 -4.38706 0.56256
H 0.86755 -3.37075 -0.12950
H -1.43790 -2.99673 -4.65387
H -1.52749 -4.08033 -3.27013
H 1.07257 -3.27462 -4.71018
H 0.28879 -4.84730 -4.87904
H 0.98434 -4.35769 -3.33371
Se 0.51953 2.25893 3.20227
C 0.11204 4.12002 2.99385
C 0.58535 5.00649 3.96802
C 0.38124 6.37444 3.85935
C -0.30598 6.89669 2.76990
C -0.78702 6.02323 1.80331
C -0.58673 4.65304 1.90752
H 1.12546 4.60781 4.81877
H 0.76437 7.03484 4.63072
H -0.46354 7.96525 2.67679
H -1.33100 6.40883 0.94769
H -0.98956 3.98515 1.15570
O -1.97154 2.14596 0.73143
N -1.86267 1.60017 -0.51244
O -1.80862 2.33941 -1.51941
O -0.95051 0.55885 -0.41166
*
```

As for the expectation value of S²: 2.009. Its lowest unoccupied orbital energy (alpha / beta) is 0.1743 / 0.1742 Eh. The calculated total energy is -148705.1895 eV. The energy above the lowest of the compared OMol25 structures with the same formula, charge and spin is 0.0 kcal per mole.

Atom charges from the Mulliken analysis, given in e for atoms 1 to 8:
1 Ti 0.268
2 C -1.318
3 C 0.947
4 C -0.413
5 C -0.463
6 C -0.297
7 C -0.522
8 C -0.455

***

[2]
Below is a structure of composition C23H34NO4PtSi, with properties calculated with ωB97M-V/def2-TZVPD.

```
! wB97M-V def2-TZVPD RIJCOSX def2/J DEFGRID3
* xyz -1 3
Pt 1.43674 -0.45619 -0.84634
C -1.43829 -4.43585 0.93149
C -0.35650 -3.73362 0.12798
C 0.45372 -4.73883 -0.69358
O -0.99793 -2.83365 -0.77257
C 0.63760 -3.01171 1.07227
O 0.87453 -3.51851 2.16178
O 1.22370 -1.96104 0.62302
H -2.14061 -4.91079 0.24146
H -1.98011 -3.71490 1.54253
H -0.99991 -5.18665 1.58532
H -0.21469 -5.26491 -1.37846
H 0.94754 -5.46128 -0.04172
H 1.20790 -4.21133 -1.27971
H -0.49815 -2.00310 -0.74326
C 3.92999 2.73615 0.09514
Si 2.73090 1.69901 1.11611
C 3.60993 0.13766 1.64015
C 2.28100 2.69695 2.64603
N 1.29665 1.27405 0.24229
C 0.18427 2.08123 0.10215
C 0.28446 3.46869 -0.08530
C -0.82885 4.28514 -0.20103
C -2.10294 3.74108 -0.14841
C -2.23948 2.36932 0.01800
C -1.12484 1.55879 0.14373
O -1.29064 0.19089 0.26561
C -2.06931 -0.25961 1.30337
C -3.13615 -1.09542 1.01085
C -3.90930 -1.59482 2.04915
C -3.61499 -1.26702 3.36535
C -2.53444 -0.43936 3.64274
C -1.75676 0.06862 2.61466
H 4.88876 2.84351 0.61061
H 3.53853 3.73987 -0.08891
H 4.11732 2.26412 -0.87187
H 4.40783 0.37829 2.34941
H 4.05432 -0.37220 0.78276
H 2.91674 -0.56633 2.10500
H 3.18772 3.02074 3.16451
H 1.68980 2.10034 3.34471
H 1.70143 3.58732 2.39201
H 1.27599 3.90201 -0.14727
H -0.69671 5.35133 -0.34161
H -2.98057 4.36773 -0.24008
H -3.21910 1.90843 0.06160
H -3.32108 -1.36653 -0.02009
H -4.73685 -2.25659 1.82560
H -4.21266 -1.66753 4.17420
H -2.28675 -0.19947 4.66921
H -0.89848 0.70064 2.80596
C 0.47475 1.19221 -4.82380
C 0.25332 0.74319 -3.37879
C -1.03833 -0.05973 -3.26685
C 1.45857 -0.05171 -2.87084
H -0.36882 1.78170 -5.19412
H 0.58984 0.32172 -5.47750
H 1.37911 1.79806 -4.91459
H 0.14463 1.64192 -2.75885
H -0.94695 -0.99900 -3.82204
H -1.88546 0.49538 -3.68128
H -1.26856 -0.30955 -2.23144
H 2.38241 0.50155 -3.08645
H 1.53421 -1.00038 -3.41997
*
```

As for the expectation value of S²: 2.007. Its lowest unoccupied orbital energy (alpha / beta) is 0.1020 / 0.0899 Eh. The calculated total energy is -45209.3296 eV. The energy above the lowest of the compared OMol25 structures with the same formula, charge and spin is 0.0 kcal per mole.

Atom charges from the Mulliken analysis, given in e for atoms 1 to 8:
1 Pt 2.168
2 C -1.600
3 C 2.357
4 C -1.876
5 O -0.569
6 C 0.085
7 O -0.723
8 O -1.045

***

[3]
Below is the molecule C23H34NO6P at a distorted geometry, with properties calculated with ωB97M-V/def2-TZVPD.

```
! wB97M-V def2-TZVPD RIJCOSX def2/J DEFGRID3
* xyz 0 1
C 3.13111 -2.73746 0.82612
O 3.09893 -1.45830 1.40927
C 2.60396 -0.42691 0.67247
C 2.13840 -0.53572 -0.62952
C 1.62091 0.57540 -1.27984
C 0.92703 0.37077 -2.59374
O 0.88794 1.47394 -3.44558
P -0.83384 -0.22156 -2.23624
O -1.40315 -1.10078 -3.26335
O -1.55182 1.24295 -2.18530
C -2.93300 1.27298 -2.51696
C -3.78329 0.74112 -1.37108
C -5.29014 0.86652 -1.61298
C -6.04313 0.49542 -0.33628
C -5.75011 -0.02068 -2.76698
C -0.83216 -0.84619 -0.54326
C -0.71170 -2.21149 -0.32708
C -0.46329 -2.70727 0.93447
C -0.28460 -1.83968 2.02627
N 0.05994 -2.29090 3.26608
C 0.15496 -3.70143 3.54304
C 0.66688 -1.38283 4.21571
C -0.48733 -0.46502 1.80291
C -0.75301 0.01653 0.54544
C 1.62412 1.81216 -0.65875
C 2.09796 1.94323 0.64224
O 2.11049 3.11909 1.33618
C 1.59486 4.27059 0.71424
C 2.56416 0.81388 1.32572
O 2.92872 0.85785 2.65663
C 4.09701 1.60144 2.94285
H 3.53946 -3.39638 1.59140
H 2.12756 -3.07395 0.54682
H 3.78167 -2.76273 -0.05415
H 2.13950 -1.48393 -1.14281
H 1.40249 -0.44496 -3.15103
H 0.16574 2.04646 -3.15502
H -3.16820 2.32025 -2.73168
H -3.08871 0.67040 -3.41697
H -3.51470 1.28659 -0.46271
H -3.51705 -0.30911 -1.21888
H -5.51623 1.91062 -1.85998
H -5.74776 1.13981 0.48865
H -7.11592 0.59657 -0.48281
H -5.82919 -0.53465 -0.06026
H -5.30818 0.29594 -3.70735
H -6.83221 0.02527 -2.86828
H -5.46437 -1.05374 -2.58405
H -0.80142 -2.87921 -1.17200
H -0.36650 -3.77415 1.06124
H 0.17399 -3.85089 4.62126
H -0.71926 -4.22197 3.15046
H 1.05801 -4.15287 3.11330
H -0.09166 -0.78764 4.73382
H 1.21550 -1.95652 4.95918
H 1.37063 -0.71085 3.71924
H -0.42051 0.22795 2.62445
H -0.89198 1.07562 0.39154
H 1.23556 2.66481 -1.19088
H 1.69485 5.06889 1.44844
H 0.53825 4.14948 0.45568
H 2.16274 4.53269 -0.18420
H 4.24803 1.51463 4.01744
H 3.97837 2.65330 2.67210
H 4.96332 1.18544 2.41760
*
```

Its lowest unoccupied orbital energy is 0.0237 Eh. The SMILES is COc1cc([C@H](O)[P@](=O)(OCCC(C)C)c2ccc(N(C)C)cc2)cc(OC)c1OC. The calculated total energy is -47467.0288 eV. The energy above the lowest of the compared OMol25 structures with the same formula, charge and spin is 1.5 kcal per mole.

Atom charges from the Mulliken analysis, given in e for atoms 1 to 8:
1 C -0.955
2 O -0.427
3 C 0.716
4 C -0.030
5 C -0.733
6 C -0.344
7 O -0.623
8 P 1.072

***

[4]
Below is a structure of composition C23H35AsN7NiPSSbSe4 at a distorted geometry, with properties calculated with ωB97M-V/def2-TZVPD.

```
! wB97M-V def2-TZVPD RIJCOSX def2/J DEFGRID3
* xyz 1 3
Ni -0.20313 0.07222 -0.31438
C 1.97976 -1.53688 3.03961
C 1.19602 -0.72521 2.06133
N 1.04920 -1.07803 0.81527
N 1.67932 -2.16591 0.37485
C 1.38784 -2.56407 -0.83286
N 2.06897 -3.59248 -1.35553
S 0.09408 -1.89315 -1.77328
C 0.52579 0.50499 2.44867
C 0.39200 0.91630 3.77825
C -0.26153 2.09815 4.05890
C -0.72830 2.87359 3.00594
C -0.54194 2.40779 1.71553
N 0.03210 1.24691 1.43473
H 2.42556 -2.38369 2.52254
H 1.32600 -1.90032 3.83140
H 2.76731 -0.93155 3.48485
H 2.84782 -3.97995 -0.85134
H 1.87558 -3.91489 -2.28682
H 0.79260 0.30855 4.57110
H -0.38329 2.43033 5.07737
H -1.20044 3.82418 3.19061
H -0.85136 3.00313 0.86455
C -5.51031 0.42063 0.42867
N -5.02704 -0.99965 0.15222
C -5.18661 -1.26519 -1.34350
N -4.52962 -0.27887 -2.10542
C -5.02875 1.04671 -1.79279
N -4.83906 1.35298 -0.38701
C -3.44162 1.53011 -0.03953
P -2.40921 -0.00262 -0.32951
C -3.61231 -1.15856 0.55647
C -3.08402 -0.35151 -2.03052
H -5.32830 0.63848 1.48408
H -6.58494 0.44901 0.22651
H -5.60965 -1.66050 0.67374
H -6.25855 -1.25968 -1.56460
H -4.76613 -2.25215 -1.55639
H -6.09449 1.09358 -2.02976
H -4.49957 1.78241 -2.39787
H -3.36840 1.82656 1.01141
H -3.03332 2.34355 -0.64577
H -3.52779 -0.98152 1.63226
H -3.29536 -2.18562 0.35582
H -2.73891 -1.33923 -2.35126
H -2.65751 0.38635 -2.71881
C -0.81423 3.15188 -2.45061
As 0.22266 1.49749 -2.21146
C 1.99882 2.27900 -2.30214
C 0.09823 0.71288 -4.04461
C 0.06831 1.75738 -5.10670
C 1.25088 2.27214 -5.62945
C 1.22785 3.29165 -6.56511
C 0.01959 3.80288 -7.00894
C -1.16483 3.28237 -6.51518
C -1.14063 2.27264 -5.56890
H -0.39905 3.73018 -3.27532
H -0.75953 3.75367 -1.54329
H -1.86202 2.94245 -2.66995
H 2.08699 2.98706 -3.12784
H 2.74514 1.49036 -2.41417
H 2.18676 2.80353 -1.36441
H -0.78570 0.06941 -4.09184
H 0.97705 0.06879 -4.14242
H 2.19709 1.85413 -5.31188
H 2.15436 3.69166 -6.94654
H 0.00086 4.59331 -7.74229
H -2.11021 3.66963 -6.86459
H -2.07224 1.86660 -5.19042
Se 5.42027 2.07802 1.91672
Sb 3.69409 3.94475 1.25021
Se 2.25635 4.55975 3.07514
Se 4.15271 5.01476 -0.84909
Se 3.52258 1.26339 0.90911
*
```

As for the expectation value of S²: 2.025. Its lowest unoccupied orbital energy (alpha / beta) is -0.1319 / -0.1754 Eh. The calculated total energy is -424772.7727 eV.

Atom charges from the Mulliken analysis, given in e for atoms 1 to 8:
1 Ni 0.173
2 C -1.595
3 C -0.069
4 N 1.064
5 N -1.299
6 C 0.475
7 N -0.407
8 S -0.572